Version A
A cluster of 2 separate species, C2H3NO in total, computed with wB97M-V/def2-TZVPD.

As for the expectation value of S²: 2.005. The HOMO energy (spin up / spin down) comes out at -7.18 / -12.25 eV. As for the total charge: 0. As for the spin multiplicity: 3.

Each line ends with the natural charge from an NBO analysis.
Element x y z (Å)
1 C -1.85 -0.30 -0.40  0.0853
2 C 1.46 0.26 0.24  -0.2435
3 N -2.35 0.43 0.30  -0.3347
4 O 0.55 -0.54 0.26  -0.2010
5 H -1.60 -0.94 -1.27  0.2404
6 H 1.38 0.94 1.09  0.2351
7 H 2.40 0.15 -0.22  0.2183

Version B
An isolated molecule of C2H3NO, computed with wB97M-V/def2-TZVPD.

As for the expectation value of S²: 2.008. The HOMO energy (spin up / spin down) comes out at -6.30 / -10.52 eV. As for the total charge: 0. As for the spin multiplicity: 3.

Each line ends with the natural charge from an NBO analysis.
Element x y z (Å)
1 C 0.72 -0.32 0.37  0.1850
2 C -1.01 -0.34 -0.03  -0.1476
3 N 1.45 0.51 -0.03  -0.7140
4 O -1.42 0.76 0.27  -0.2291
5 H -0.65 -0.38 -1.07  0.2668
6 H -1.41 -1.21 0.44  0.2207
7 H 2.32 0.98 0.05  0.4182

Which structure is most stable? version A, by 0.764 eV over the runner-up.

Version A
A cluster of 2 separate species, C4H6NS in total, computed with wB97M-V/def2-TZVPD.

The HOMO energy (spin up / spin down) comes out at -14.30 / -14.25 eV. As for the total charge: +1. As for the spin multiplicity: 1.

Each line ends with the natural charge from an NBO analysis.
Element x y z (Å)
1 C 1.87 -1.19 -1.08  -0.0633
2 C -0.01 0.84 0.93  -0.0518
3 C 0.92 -0.62 -0.62  0.0654
4 C -1.37 -0.48 -0.65  -0.4147
5 N -0.09 0.02 -0.11  -0.3538
6 S 1.48 1.07 1.52  0.3305
7 H 2.52 -1.93 -1.32  0.2519
8 H -0.90 1.31 1.20  0.2531
9 H -1.70 -0.05 -1.61  0.2505
10 H -2.14 -0.24 0.00  0.2223
11 H -1.32 -1.61 -0.76  0.2525
12 H 0.74 2.87 2.49  0.2574

Version B
A cluster of 2 separate species, C4H6NS in total, computed with wB97M-V/def2-TZVPD.

The HOMO energy comes out at -13.23 eV. As for the total charge: +1. As for the spin multiplicity: 1.

Each line ends with the natural charge from an NBO analysis.
Element x y z (Å)
1 C -0.32 -1.34 -0.97  0.5161
2 C -3.38 -0.09 0.84  -0.4242
3 C 1.96 -1.34 0.20  -0.1888
4 C 1.15 -0.58 1.19  -0.1389
5 N 0.56 -1.11 -0.17  -0.5557
6 S -2.51 -0.29 -0.49  0.2727
7 H -3.03 -0.51 1.83  0.2217
8 H -4.11 0.69 0.89  0.2335
9 H 2.62 -0.72 -0.46  0.2675
10 H 2.29 -2.36 0.37  0.2725
11 H 0.56 -0.98 1.96  0.2568
12 H 1.20 0.57 1.04  0.2668

Which structure is most stable? version B, by 0.307 eV over the runner-up.

Version A
An isolated molecule of C7H8N4, computed with wB97M-V/def2-TZVPD.

Its SMILES is CNc1nccn2ccnc12. The HOMO energy comes out at -7.96 eV. As for the total charge: 0. As for the spin multiplicity: 1.

Each line ends with the natural charge from an NBO analysis.
Element x y z (Å)
1 C 2.68 -0.86 0.24  -0.4129
2 N 2.08 0.26 -0.33  -0.5733
3 C 0.74 0.64 -0.15  0.4078
4 N 0.53 1.93 -0.22  -0.4826
5 C -0.73 2.40 0.02  -0.0182
6 C -1.84 1.54 0.11  -0.0970
7 N -1.58 0.17 -0.11  -0.2871
8 C -2.33 -0.98 0.05  -0.1174
9 C -1.52 -1.99 -0.15  -0.0558
10 N -0.22 -1.59 -0.17  -0.4489
11 C -0.29 -0.27 -0.22  0.2225
12 H 3.66 -0.63 0.65  0.1900
13 H 2.16 -1.41 1.02  0.2117
14 H 2.88 -1.50 -0.61  0.1965
15 H 2.71 1.03 -0.18  0.3929
16 H -0.86 3.52 0.05  0.2146
17 H -2.91 1.82 0.16  0.2236
18 H -3.43 -1.04 0.03  0.2235
19 H -1.75 -3.03 -0.18  0.2101

Version B
An isolated molecule of C7H8N4, computed with wB97M-V/def2-TZVPD.

The HOMO energy comes out at -8.89 eV. As for the total charge: 0. As for the spin multiplicity: 1.

Each line ends with the natural charge from an NBO analysis.
Element x y z (Å)
1 C 1.52 -0.77 -0.48  -0.2081
2 C 0.69 0.14 0.55  -0.4113
3 C -0.79 0.08 0.27  0.2204
4 C -1.55 1.28 0.04  -0.2313
5 C -2.87 1.23 -0.21  -0.1918
6 C -3.50 0.04 -0.26  -0.2299
7 C -2.77 -1.15 0.09  0.0655
8 H 1.41 -0.35 -1.46  0.1688
9 H 1.14 -1.66 -0.36  0.2159
10 H 1.17 0.92 0.58  0.1763
11 H 0.76 -0.28 1.63  0.2160
12 H -1.13 2.30 0.00  0.2133
13 H -3.51 2.03 -0.35  0.2113
14 H -4.40 -0.21 -0.44  0.1922
15 H -3.28 -1.92 -0.04  0.1636
16 N 4.20 0.98 -0.02  0.0017
17 N 3.49 0.18 -0.07  0.2546
18 N 2.78 -0.92 -0.09  -0.3897
19 N -1.40 -1.08 0.25  -0.4375

Which structure is most stable? version A, by 4.529 eV over the runner-up.

Version A
A cluster of 3 separate species, C3H13NO2S2 in total, computed with wB97M-V/def2-TZVPD.

Its SMILES is CNCCSS.O.O. The HOMO energy comes out at -8.81 eV. As for the total charge: 0. As for the spin multiplicity: 1.

Each line ends with the natural charge from an NBO analysis.
Element x y z (Å)
1 C 1.18 -0.28 2.52  -0.4111
2 N 0.76 -0.76 1.19  -0.6451
3 C -0.68 -0.86 1.01  -0.2435
4 C -1.09 -0.14 -0.27  -0.5447
5 S -0.08 -0.64 -1.70  0.0959
6 S -1.29 -1.84 -2.83  -0.1725
7 H 0.55 0.55 2.80  0.2003
8 H 2.22 0.01 2.42  0.1882
9 H 1.19 -1.07 3.28  0.1757
10 H 1.19 -1.66 1.05  0.3661
11 H -1.07 -1.87 1.06  0.1927
12 H -1.24 -0.41 1.81  0.1922
13 H -0.97 0.94 -0.16  0.2215
14 H -2.16 -0.23 -0.47  0.2290
15 H -2.27 -1.07 -3.33  0.1489
16 O 2.93 2.40 1.02  -0.9340
17 H 3.84 2.11 0.89  0.4645
18 H 2.46 1.56 1.05  0.4691
19 O -2.10 1.08 -4.06  -0.9416
20 H -1.18 0.81 -4.15  0.4788
21 H -2.21 1.36 -3.15  0.4696

Version B
A cluster of 3 separate species, C3H13NO2S2 in total, computed with wB97M-V/def2-TZVPD.

Its SMILES is CNCCSS.O.O. The HOMO energy comes out at -8.58 eV. As for the total charge: 0. As for the spin multiplicity: 1.

Each line ends with the natural charge from an NBO analysis.
Element x y z (Å)
1 C -0.01 -1.68 3.12  -0.4107
2 N -0.26 -0.42 2.54  -0.6694
3 C 0.62 0.72 2.63  -0.2203
4 C 1.38 0.84 1.28  -0.5320
5 S 0.62 1.74 -0.14  0.0564
6 S -0.92 2.92 0.32  -0.1343
7 H 0.95 -1.85 3.55  0.1997
8 H 0.04 -2.53 2.36  0.1736
9 H -0.75 -1.94 3.91  0.1873
10 H -1.23 -0.17 2.45  0.3775
11 H 0.03 1.56 2.99  0.2157
12 H 1.53 0.48 3.33  0.1911
13 H 1.44 -0.21 1.03  0.2299
14 H 2.43 1.20 1.29  0.2114
15 H -0.43 4.18 0.15  0.1240
16 O -1.51 -4.93 -2.78  -0.9448
17 H -1.20 -4.02 -2.75  0.4737
18 H -1.51 -5.31 -1.90  0.4711
19 O 0.47 -2.42 -5.79  -0.9094
20 H 0.76 -2.05 -4.93  0.4534
21 H 1.40 -2.72 -5.87  0.4560

Which structure is most stable? version A, by 1.193 eV over the runner-up.